# C11H8ClGaNO4

A molecular structure, C11H8ClGaNO4 (wB97M-V/def2-TZVPD, OMol25).

Element x y z (Å)
Ga 0.03 -0.05 -0.21
O 0.33 2.99 -1.39
C 0.23 1.99 -0.83
C -0.18 -1.98 -1.19
O -0.32 -2.84 -1.95
C 2.12 -0.10 -0.73
O 3.16 -0.05 -1.23
C -2.04 0.17 -0.69
O -3.08 0.31 -1.17
C 0.05 0.71 -4.84
H -0.87 1.33 -4.85
H 1.02 1.24 -4.83
C -0.02 -0.63 -4.91
H 0.90 -1.25 -4.96
H -0.99 -1.16 -4.98
Cl -0.82 2.46 4.78
C -0.38 1.02 4.00
C -0.02 -0.13 4.71
C 0.34 -1.27 3.97
C 0.33 -1.21 2.57
N -0.01 -0.08 1.91
C -0.36 1.02 2.60
H -0.05 -0.10 5.80
H 0.64 -2.22 4.43
H 0.61 -2.06 1.96
H -0.64 1.90 2.04

Summary:
HOMO-LUMO gap	4.6286	eV
total charge	+3

# C11H8CoNO5

A molecular structure, C11H8CoNO5 (wB97M-V/def2-TZVPD, OMol25).

Element x y z (Å)
O -2.89 3.28 -3.89
C -2.18 2.89 -3.06
Co -1.04 2.11 -2.00
C 0.43 1.22 -1.86
O 1.43 0.62 -1.79
C -2.32 1.82 -0.49
O -1.92 1.48 0.60
C -1.60 0.54 -2.54
O -1.95 -0.52 -2.82
C -0.20 3.53 -1.45
O 0.36 4.46 -1.05
H -3.39 2.05 -0.75
N -0.45 -1.28 -0.14
C 0.49 -1.50 0.82
C 0.96 -0.42 1.62
C 1.93 -0.66 2.60
C 2.40 -1.96 2.86
C 1.89 -3.04 2.08
C 1.00 -2.81 1.04
H -1.24 -0.68 0.07
H -0.59 -2.01 -0.83
H 0.59 0.59 1.44
H 2.33 0.17 3.20
H 3.13 -2.17 3.66
H 2.20 -4.07 2.29
H 0.63 -3.62 0.40

Summary:
HOMO-LUMO gap (spin up / spin down)	5.4778 / 6.0601	eV
total charge	+1
2S+1	4

# C11H8IN5O

A single C11H8IN5O molecule (wB97M-V/def2-TZVPD, OMol25).

Element x y z (Å)
O 1.80 1.53 -0.94
C 1.23 0.32 -0.91
N 0.16 0.06 -0.14
C -0.30 -1.25 -0.07
N -1.34 -1.57 0.76
C -1.88 -0.85 1.79
C -1.18 0.11 2.52
C -1.79 0.88 3.50
C -3.16 0.71 3.73
C -3.86 -0.23 3.05
I -6.08 -0.42 3.50
C -3.23 -1.01 2.10
N 0.14 -2.22 -0.82
C 1.21 -1.93 -1.67
N 1.85 -2.70 -2.51
C 2.87 -1.85 -3.02
N 2.87 -0.63 -2.54
C 1.79 -0.64 -1.69
H 2.59 1.37 -1.50
H -0.38 0.76 0.35
H -1.71 -2.50 0.58
H -0.12 0.30 2.40
H -1.25 1.67 4.07
H -3.68 1.32 4.49
H -3.80 -1.75 1.53
H 3.57 -2.19 -3.75

Summary:
HOMO-LUMO gap	8.1206	eV
SMILES string	Oc1[nH]c(Nc2cccc(I)c2)nc2ncnc1-2
total charge	0

# C11H8MgN2O3Se

A molecular structure, C11H8MgN2O3Se (wB97M-V/def2-TZVPD, OMol25).

Element x y z (Å)
O -4.84 -1.22 -5.38
C -4.01 -0.76 -4.75
Mg -1.80 0.45 -3.09
C -2.66 2.04 -3.11
C -0.61 0.05 -4.38
O -3.21 3.05 -3.12
O 0.15 -0.20 -5.20
C -0.48 -2.44 1.58
N -0.04 -1.12 1.14
C -0.55 -0.39 0.11
Se -1.90 -0.93 -0.88
N 0.07 0.81 -0.02
C 1.00 0.82 0.96
C 1.92 1.82 1.28
C 2.79 1.59 2.36
C 2.72 0.39 3.10
C 1.79 -0.60 2.75
C 0.94 -0.35 1.67
H 0.11 -2.80 2.45
H -0.36 -3.17 0.75
H -1.55 -2.40 1.88
H -0.12 1.56 -0.72
H 1.97 2.75 0.72
H 3.52 2.35 2.64
H 3.40 0.22 3.93
H 1.74 -1.52 3.32

Summary:
HOMO-LUMO gap	4.9087	eV
total charge	+2

# C11H9Br6N2O4PbS4Sb

A molecular structure, C11H9Br6N2O4PbS4Sb (wB97M-V/def2-TZVPD, OMol25).

Element x y z (Å)
Pb 0.14 -1.49 0.34
Br 3.62 0.18 1.59
C 3.59 -0.33 3.44
Br 3.38 -2.22 3.72
H 2.73 0.16 3.88
H 4.53 -0.03 3.89
S 1.21 -6.70 -0.31
Sb 1.74 -5.11 1.24
S 2.04 -3.04 -0.06
S -1.52 -3.19 1.17
S -0.36 -4.33 2.42
Br 1.77 2.84 -5.20
C 0.98 1.46 -4.16
C 0.04 0.60 -4.71
Br -0.48 0.78 -6.53
C -0.52 -0.41 -3.92
Br -1.84 -1.59 -4.59
C -0.16 -0.60 -2.58
O -0.68 -1.53 -1.83
C 0.80 0.31 -2.01
O 1.12 0.19 -0.75
C 1.34 1.31 -2.81
Br 2.58 2.46 -1.98
C -2.83 2.19 0.50
C -1.94 1.01 0.78
N -1.94 -0.05 0.07
O -2.78 -0.07 -1.01
C -1.02 1.05 1.93
C -1.13 2.12 2.97
N -0.11 0.12 2.04
O 0.65 0.03 3.05
H -3.55 1.94 -0.28
H -2.22 3.03 0.16
H -3.36 2.50 1.40
H -2.35 -0.77 -1.55
H -2.06 2.04 3.54
H -1.11 3.12 2.51
H -0.29 2.02 3.65

Summary:
HOMO-LUMO gap	5.8435	eV
total charge	-2

# C11H9Cl3N2O3S6SiW

A molecular structure, C11H9Cl3N2O3S6SiW (wB97M-V/def2-TZVPD, OMol25).

Element x y z (Å)
W 0.86 -1.06 1.19
S -3.16 -5.64 5.21
C -2.30 -4.60 4.32
S -2.12 -4.73 2.59
C -1.12 -3.32 2.38
C -0.81 -2.61 3.49
S 0.18 -1.20 3.45
S -1.46 -3.22 4.99
S -0.53 -2.84 0.83
C -1.76 2.75 0.28
C -0.91 1.63 0.57
N -0.24 0.72 0.80
H -2.58 2.43 -0.36
H -1.19 3.51 -0.30
H -2.13 3.19 1.21
Cl 3.87 -2.46 3.52
Si 3.13 -1.86 1.73
Cl 2.90 0.33 1.80
Cl 4.60 -2.23 0.33
N 1.56 -1.25 -1.01
C 1.01 -0.12 -1.75
C 1.74 1.06 -1.81
C 1.12 2.20 -2.28
C -0.21 2.16 -2.67
C -0.90 0.96 -2.68
C -0.29 -0.20 -2.22
S -1.06 3.71 -3.02
O -0.56 4.15 -4.30
O -2.47 3.34 -2.96
O -0.63 4.53 -1.89
H 1.25 -2.13 -1.39
H 2.58 -1.25 -1.09
H 2.76 1.08 -1.45
H 1.65 3.15 -2.31
H -1.93 0.96 -3.01
H -0.84 -1.13 -2.17

Summary:
HOMO-LUMO gap (spin up / spin down)	5.8771 / 6.2778	eV
total charge	0
2S+1	3

Number 1: DFT total energy -86079.566 eV. Number 2: DFT total energy -60879.259 eV. Number 3: DFT total energy -29135.172 eV. Number 4: DFT total energy -91432.587 eV. Number 5: DFT total energy -498105.840 eV. Number 6: DFT total energy -132961.679 eV.